Entry 1:
{"formula": "C5H14NO", "method": "ωB97M-V/def2-TZVPD", "total_charge": 1, "homo_energy_ha": -0.51642, "fmax_ev_per_a": 1.95, "symbols": ["O", "N", "C", "C", "C", "C", "C", "H", "H", "H", "H", "H", "H", "H", "H", "H", "H", "H", "H", "H", "H"], "positions_angstrom": [[-2.0048, -2.6442, -2.6462], [-0.0665, -0.8479, -1.5112], [1.4100, 1.1913, 1.9938], [-0.4672, 0.3303, -0.6719], [0.4038, 1.8748, 1.0008], [0.8077, 0.0451, 2.7933], [0.4688, 1.2117, -0.3403], [-0.7557, -1.6157, -1.5637], [-0.5688, 1.6625, 1.4476], [1.2690, 1.5256, -0.9970], [0.1368, -0.6164, -2.4856], [2.3022, 0.9038, 1.4272], [-0.1032, 0.4609, 3.2449], [1.7341, 2.0275, 2.6040], [1.4365, -0.1525, 3.6552], [-2.2866, -2.6521, -3.5683], [0.6638, 2.9262, 0.9073], [0.7634, -1.2567, -1.0847], [-1.2929, 0.1362, -0.0005], [0.4457, -0.7584, 2.1571], [-2.3525, -3.4748, -2.3008]], "lowdin_charge": [-0.04, 0.19, -0.24, -0.07, -0.18, -0.09, -0.08, 0.11, 0.11, 0.13, 0.17, 0.11, 0.08, 0.11, 0.08, 0.07, 0.12, 0.17, 0.13, 0.07, 0.07]}

---

Entry 2:
{"formula": "C3H11NO2S", "method": "ωB97M-V/def2-TZVPD", "smiles": "OCNCCS.O", "homo_energy_ha": -0.32995, "fmax_ev_per_a": 1.54, "symbols": ["S", "O", "O", "N", "C", "C", "C", "H", "H", "H", "H", "H", "H", "H", "H", "H", "H", "H"], "positions_angstrom": [[1.0870, -2.1337, 1.6658], [-0.9144, 1.6860, -0.8949], [0.9006, 3.7638, 0.9772], [-0.8724, -0.5693, -1.5847], [-0.6508, -0.9480, -0.1836], [0.7837, -1.3827, 0.0363], [-1.4359, 0.7232, -1.8353], [0.0119, 3.6455, 1.3502], [-1.2659, -1.8427, -0.0122], [-2.5170, 0.6306, -1.7076], [-1.5082, 2.4338, -0.7881], [0.7295, 3.8881, 0.0373], [-0.0414, -0.6727, -2.1466], [-1.0844, 1.0441, -2.7880], [-0.9642, -0.2139, 0.5435], [-0.1733, -2.2305, 2.1010], [1.0280, -2.1013, -0.7408], [1.4497, -0.5222, 0.0282]], "lowdin_charge": [0.69, -0.08, -0.07, -0.05, -0.31, -0.57, -0.27, 0.03, 0.10, 0.12, 0.08, 0.02, 0.10, 0.11, 0.11, -0.16, 0.07, 0.07]}

---

Entry 3:
{"formula": "C9H30HfO13", "method": "ωB97M-V/def2-TZVPD", "total_charge": 2, "homo_energy_ha": -0.58594, "fmax_ev_per_a": 9.92, "symbols": ["Hf", "O", "O", "O", "O", "O", "O", "O", "O", "O", "O", "O", "O", "O", "C", "C", "C", "C", "C", "C", "C", "C", "C", "H", "H", "H", "H", "H", "H", "H", "H", "H", "H", "H", "H", "H", "H", "H", "H", "H", "H", "H", "H", "H", "H", "H", "H", "H", "H", "H", "H", "H", "H"], "positions_angstrom": [[1.4782, 0.2909, -0.2913], [-2.0081, -1.0018, -0.4224], [4.3722, 2.4213, -1.4210], [3.5431, 1.1380, 0.0655], [-4.4317, -0.4293, 0.3846], [-4.5207, 0.9465, -1.8859], [0.2347, -1.2813, 0.1042], [2.3037, 1.5688, -1.7259], [-0.5266, 0.6164, -0.3142], [1.0626, 2.4357, 0.5724], [1.0439, -0.3757, -2.4840], [1.9481, -0.0255, 1.7434], [1.6169, -2.0070, 3.0986], [2.6868, -1.4889, -0.4807], [0.3940, -2.8133, 3.3501], [2.5010, -2.9410, -0.7279], [-0.9390, -0.6729, -0.2126], [-5.3052, -1.4978, 0.7739], [1.4608, 3.7472, 1.0926], [2.6047, 0.6692, 2.8453], [3.3531, 1.7151, -1.0161], [-3.9464, 2.0544, -2.6433], [-0.2366, -0.2838, -3.2978], [1.4252, -3.1538, -0.9511], [2.5368, 3.8052, 1.1732], [-3.0683, 1.6665, -3.1239], [-4.7393, 0.0095, -0.4150], [-4.6568, 2.4317, -3.3466], [0.1159, -0.3221, -4.3215], [3.6308, -1.3557, -0.3119], [3.0801, -3.3624, -1.5123], [-4.7994, -2.5525, 0.8453], [1.6517, -0.9194, 2.0880], [2.7480, -3.4619, 0.2136], [3.6476, 0.3572, 2.9891], [-5.4484, 0.9817, -2.1109], [-3.6053, -0.7955, 0.0672], [0.1216, 2.5530, 0.3918], [-0.3745, -2.1754, 3.7732], [-5.7074, -1.4238, 1.8165], [1.1775, 4.4915, 0.3024], [1.0631, 4.0460, 2.0772], [-3.5653, 2.7583, -1.9146], [1.7269, 0.0122, -3.0126], [-0.8972, -1.0841, -2.9592], [-0.5124, 0.7269, -3.0953], [2.3829, -2.2497, 3.6750], [2.0469, 0.4997, 3.7496], [4.3092, 2.5262, -2.3884], [2.5175, 1.7127, 2.6278], [0.0982, -3.1991, 2.4310], [0.5856, -3.7095, 3.9994], [-6.1807, -1.5986, 0.1355]], "lowdin_charge": [1.77, 0.17, 0.22, 0.01, 0.13, -0.14, -0.17, -0.07, -0.18, -0.21, -0.22, -0.27, -0.14, -0.21, -0.03, -0.01, -0.75, 0.00, -0.04, -0.02, -0.76, -0.05, 0.03, 0.11, 0.09, 0.07, 0.10, 0.09, 0.10, 0.13, 0.08, 0.15, 0.03, 0.11, 0.11, 0.09, 0.08, 0.09, 0.09, 0.12, 0.12, 0.11, 0.09, 0.08, 0.10, 0.07, 0.14, 0.10, 0.16, 0.07, 0.05, 0.11, 0.11]}

---

Entry 4:
{"formula": "CCl2NOP", "method": "ωB97M-V/def2-TZVPD", "smiles": "N#CP=O.ClCl", "homo_energy_ha": -0.39752, "fmax_ev_per_a": 1.19, "symbols": ["Cl", "Cl", "P", "O", "N", "C"], "positions_angstrom": [[3.1931, -0.9861, -0.2622], [2.5385, 0.8362, -0.5403], [-1.8628, 0.8836, 0.8635], [-2.4976, -0.1167, 1.7196], [-0.3803, -0.5342, -1.3178], [-0.9909, -0.0828, -0.4629]], "lowdin_charge": [0.01, -0.01, 0.85, -0.47, 0.07, -0.44]}

---

Entry 5:
{"formula": "C33H36AsBrN2PTi", "method": "ωB97M-V/def2-TZVPD", "s2": 0.76, "total_charge": 2, "homo_energy_ha": [-0.51103, -0.51127], "spin_multiplicity": 2, "fmax_ev_per_a": 0.56, "symbols": ["Br", "As", "Ti", "P", "N", "N", "C", "C", "C", "C", "C", "C", "C", "C", "C", "C", "C", "C", "C", "C", "C", "C", "C", "C", "C", "C", "C", "C", "C", "C", "C", "C", "C", "C", "C", "C", "C", "C", "C", "H", "H", "H", "H", "H", "H", "H", "H", "H", "H", "H", "H", "H", "H", "H", "H", "H", "H", "H", "H", "H", "H", "H", "H", "H", "H", "H", "H", "H", "H", "H", "H", "H", "H", "H", "H"], "positions_angstrom": [[4.4423, -5.1119, -3.3793], [-0.3861, -1.2145, -1.7542], [-0.1854, -0.9209, 1.0538], [-0.9425, 1.6963, 0.5618], [1.9504, -1.4913, 0.8264], [0.8864, 0.0843, 2.7319], [2.5498, -2.3358, -0.1667], [3.0641, 0.5624, 3.6084], [-2.3081, -1.9192, 1.0569], [3.6843, -3.9941, -2.0725], [2.7435, -0.8844, 1.6227], [0.3558, 0.7402, 3.7611], [-2.6920, 2.1073, 0.3332], [1.4445, 3.3178, -3.0203], [2.2248, -0.0198, 2.6762], [-1.3601, -2.9618, 0.9397], [0.0844, 3.5867, -2.9425], [1.9843, -3.5756, -0.4336], [-0.3599, 2.9436, 1.7683], [-0.9412, -2.9817, -2.3630], [-0.6693, 3.0893, -1.8877], [-1.0798, -1.9814, 2.9785], [1.1222, 1.3366, 4.7514], [-0.0643, 2.3032, -0.9117], [-2.1304, -1.3068, 2.3201], [4.2506, -2.7537, -1.8148], [-3.2184, 3.3409, 0.7210], [2.0563, 2.5450, -2.0428], [-0.5975, -2.9933, 2.1241], [-3.5298, 1.1780, -0.2792], [-5.3793, 2.6984, -0.1244], [1.3006, 2.0326, -0.9987], [-4.5551, 3.6301, 0.4930], [1.2026, -0.9939, -2.8617], [2.4988, 1.2624, 4.6670], [-1.7152, -0.2232, -2.7786], [2.5559, -4.4099, -1.3793], [3.6838, -1.9260, -0.8620], [-4.8651, 1.4693, -0.5125], [3.1255, 1.7240, 5.4184], [-0.9224, 2.9002, 2.7002], [1.1143, -3.9038, 0.1202], [1.7127, -1.9531, -2.9304], [0.6342, 1.8496, 5.5690], [-3.0656, -1.6703, 0.3325], [-3.1284, 0.2238, -0.5857], [4.1371, 0.4528, 3.5178], [-1.2544, -3.6296, 0.1028], [-0.7241, 0.7865, 3.7979], [5.1237, -2.4339, -2.3675], [-2.7039, -0.6204, -2.5568], [0.6988, 2.7819, 1.9685], [-0.9439, -2.9824, -3.4514], [-4.9540, 4.5886, 0.7982], [-5.5041, 0.7390, -0.9919], [-0.7000, -1.7669, 3.9624], [-1.6927, 0.8402, -2.5670], [-2.6000, 4.0866, 1.2018], [-1.5067, -0.3851, -3.8343], [-0.4608, 3.9382, 1.3384], [2.1326, -5.3860, -1.5761], [1.8762, -0.2530, -2.4474], [-1.7279, 3.3150, -1.8282], [-0.2556, -3.7499, -2.0139], [4.1044, -0.9406, -0.6954], [-1.9498, -3.1984, -2.0158], [1.7872, 1.4330, -0.2326], [0.8956, -0.6766, -3.8561], [-0.3912, 4.1955, -3.7010], [3.8166, -1.0617, 1.5947], [0.2103, -3.6719, 2.3471], [-6.4215, 2.9301, -0.3003], [3.1194, 2.3446, -2.0962], [-2.7165, -0.4875, 2.7076], [2.0290, 3.7166, -3.8394]], "mulliken_spin": [0.00, 0.02, 0.95, 0.01, -0.04, -0.04, 0.02, 0.00, 0.02, 0.00, 0.01, 0.03, -0.01, 0.00, 0.02, 0.02, 0.00, 0.01, 0.00, 0.00, 0.00, -0.01, 0.00, -0.02, 0.00, 0.00, 0.00, 0.00, -0.01, 0.00, 0.00, 0.00, 0.00, 0.00, 0.00, 0.00, 0.00, 0.00, 0.00, 0.00, 0.00, -0.02, 0.00, 0.00, 0.00, 0.02, 0.00, 0.00, -0.01, 0.00, 0.00, 0.00, 0.00, 0.00, 0.00, 0.00, 0.00, 0.00, 0.00, 0.00, 0.00, 0.00, 0.00, 0.00, 0.00, 0.00, 0.01, 0.00, 0.00, 0.00, 0.00, 0.00, 0.00, 0.00, 0.00]}

---

Entry 6:
{"formula": "C4H9IOS", "method": "ωB97M-V/def2-TZVPD", "smiles": "C=C(C)C.OSI", "homo_energy_ha": -0.30751, "fmax_ev_per_a": 3.69, "symbols": ["I", "S", "O", "C", "C", "C", "C", "H", "H", "H", "H", "H", "H", "H", "H", "H"], "positions_angstrom": [[4.2680, -0.4705, 0.0170], [2.5767, 0.8247, -0.8783], [2.0864, 1.8747, 0.2066], [-1.0778, 1.2267, -0.3820], [-0.0363, -1.0724, -0.3810], [-0.8378, -0.1315, 0.0901], [-1.4757, -0.4620, 1.4856], [-2.5307, -0.6887, 1.3029], [1.1987, 1.5569, 0.6271], [-0.9226, -1.3597, 1.7942], [-0.1384, -2.1187, -0.0762], [-1.1218, 1.9648, 0.4275], [-2.1501, 1.3472, -0.7036], [0.4913, -0.7444, -1.2625], [-1.4795, 0.3435, 2.2033], [-0.3214, 1.5682, -1.2695]], "lowdin_charge": [0.41, 0.17, -0.60, -0.11, -0.01, -0.46, -0.06, 0.07, 0.07, 0.07, 0.08, 0.07, 0.10, 0.01, 0.06, 0.13]}